# 1
DFT (ωB97M-V with the def2-TZVPD basis set) results for C36H60GeN6O5PTi as an isolated structure.

Positions of all 110 atoms, in Å:
Ge1 1.87620 -0.69949 2.73092
Ti1 0.73258 0.71069 0.62493
P1 -3.89808 -0.22936 -1.07670
O1 0.61508 0.88514 2.53124
O2 0.84463 -1.36195 1.24897
O3 2.86756 0.16304 1.34334
O4 -0.88157 0.41225 -0.30378
O5 -1.91701 -0.03673 -2.20618
N1 3.87859 2.47970 -4.78942
N2 0.94592 2.62060 0.07630
N3 -1.26256 3.22750 -0.57878
N4 1.49856 0.11464 -1.31537
N5 1.61644 2.61192 -4.39145
N6 3.03435 4.12839 -3.44052
C1 -4.10465 -4.23920 -0.49510
C2 -6.74692 0.56439 2.44780
C3 -4.68976 0.59655 -2.47669
C4 0.42195 0.41785 -2.28453
C5 2.70811 4.32803 -0.06046
C6 4.19164 -0.34324 1.08327
C7 -3.90806 -4.74381 -1.77536
C8 0.47398 4.88028 -0.70478
C9 -3.91342 -1.99677 -1.35570
C10 -7.18987 -0.16871 1.35101
C11 -0.07222 -2.47755 1.38484
C12 -4.58700 0.80944 1.42281
C13 -0.67276 2.82477 3.16065
C14 -0.32287 -3.00675 -0.01784
C15 -0.90835 0.22894 -1.55268
C16 2.26649 3.06231 0.22310
C17 -3.69528 -2.50963 -2.63824
C18 -5.44961 1.05657 2.48450
C19 -4.10432 -2.86913 -0.28087
C20 2.83898 3.08378 -4.21666
C21 1.29507 1.45216 -5.24878
C22 5.04685 -0.15161 2.33398
C23 0.58174 -3.57060 2.22710
C24 -6.33532 -0.42066 0.28824
C25 1.80762 5.28579 -0.53013
C26 -5.02662 0.07393 0.32518
C27 -1.37339 -2.02138 2.04218
C28 0.39205 1.84236 3.60881
C29 4.12193 -1.82728 0.71054
C30 0.07246 3.59605 -0.39775
C31 1.58112 0.10458 -4.57391
C32 0.50266 -0.36540 -3.59289
C33 1.69799 2.56029 3.90980
C34 4.81303 0.45402 -0.05451
C35 -3.70399 -3.87973 -2.84568
C36 -0.09790 1.07036 4.82646
H1 3.94531 -2.44593 1.59642
H2 0.62113 -3.31952 -0.47808
H3 -3.52602 -1.83852 -3.47384
H4 0.23916 1.52217 -5.49524
H5 -5.10918 1.63198 3.33769
H6 -4.26929 -2.47737 0.71635
H7 2.11023 6.31089 -0.71190
H8 -4.26614 -4.91491 0.33726
H9 6.03946 -0.58387 2.18802
H10 2.55721 0.15487 -4.07848
H11 3.97340 4.43997 -3.24564
H12 0.47740 1.48208 -2.48376
H13 -1.16222 -1.49164 2.97297
H14 4.82605 1.52198 0.17321
H15 5.15785 0.91082 2.56341
H16 3.72660 1.88262 -5.58650
H17 2.47091 1.84527 4.20450
H18 -0.22468 1.74680 5.67366
H19 5.05576 -2.16037 0.25274
H20 -1.56178 2.28399 2.82300
H21 -2.00844 -2.88062 2.27707
H22 -1.90467 4.00273 -0.58285
H23 -3.55750 -4.27595 -3.84341
H24 -0.30687 3.46173 2.35631
H25 -0.47688 -0.31423 -4.07297
H26 -8.20510 -0.54774 1.32301
H27 4.78275 2.92338 -4.74496
H28 0.64637 -3.27658 3.27756
H29 -3.56866 1.18387 1.44976
H30 -4.07722 0.52124 -3.37315
H31 -0.00035 -4.49362 2.17557
H32 -0.28383 5.59335 -1.01862
H33 -0.79981 -2.24871 -0.64563
H34 -1.92348 -1.34981 1.38350
H35 0.61999 0.30126 5.11698
H36 1.59084 -3.77944 1.86119
H37 1.67231 -0.64997 -5.35757
H38 0.67878 -1.41788 -3.35854
H39 1.83402 1.54418 -6.19343
H40 -5.66400 0.13353 -2.64752
H41 1.56041 3.26622 4.73030
H42 -0.96176 3.46548 3.99719
H43 2.39376 0.46292 -1.61760
H44 4.59546 -0.64420 3.19662
H45 -6.68497 -1.00163 -0.55783
H46 3.74418 4.58212 0.13578
H47 -4.83729 1.64735 -2.22293
H48 1.58394 -0.89220 -1.19520
H49 5.84476 0.12591 -0.20146
H50 0.86362 3.20904 -4.08370
H51 2.04707 3.10892 3.03324
H52 2.33795 4.39725 -2.75842
H53 -1.57747 2.46427 -0.01155
H54 4.28564 0.29778 -1.00289
H55 -1.05807 0.59010 4.61815
H56 -3.91638 -5.81505 -1.94116
H57 -0.99008 -3.87112 0.01390
H58 3.30284 -2.00952 0.00893
H59 -7.41847 0.74740 3.27873
H60 2.93494 2.33251 0.64894

## Properties
⟨S²⟩: 3.784
Total charge: +2
Spin multiplicity: 4
HOMO-LUMO gap (spin up / spin down) (eV): 5.20 / 6.78
LUMO energy (spin up / spin down) (eV): -4.317 / -6.174
Energy (eV): -146396.58341
ΔE to the lowest compared entry with this formula, charge and spin (kJ/mol): 112.1


# 2
DFT (ωB97M-V with the def2-TZVPD basis set) results for C45H57N2PtS3Sb as an isolated structure.

Positions of all 109 atoms, in Å:
Pt1 1.95123 -0.76192 -0.77217
Sb1 0.93028 1.59329 -0.59118
S1 3.80624 -2.28605 0.17353
S2 3.47080 -0.07228 -2.27774
S3 1.99272 -3.07769 -2.52492
N1 -0.71531 -1.99235 -1.37327
N2 0.75051 -1.23607 0.95035
C1 -2.74506 -1.53914 -0.20838
C2 -1.36412 -1.71534 -0.24788
C3 2.21573 3.07503 -2.80763
C4 -2.82034 1.84642 -3.68748
C5 -1.77265 -3.52107 4.67528
C6 -0.64767 1.96632 3.46375
C7 3.71577 -3.99037 -0.45020
C8 -0.85241 1.69631 -1.73391
C9 2.96036 5.33315 -3.00292
C10 -0.19434 -2.05092 5.92772
C11 1.88360 2.06269 2.25597
C12 1.70649 4.90676 0.53804
C13 -2.27137 -1.07631 4.94973
C14 2.62349 5.54005 -1.67599
C15 -1.14515 -1.90372 2.22191
C16 1.41051 -1.11718 2.11206
C17 3.66577 -1.22567 -3.67377
C18 -5.22844 -0.14118 -2.27361
C19 -5.71293 -2.59561 -2.05172
C20 -5.58559 -1.15756 -0.02312
C21 0.86158 -1.38681 3.34387
C22 2.08922 4.53151 -0.87184
C23 3.26753 2.01830 1.66118
C24 -0.46018 -1.80412 3.42911
C25 5.25224 -1.62488 -0.72583
C26 2.74185 4.09374 -3.58174
C27 -1.43726 -2.14601 -2.48116
C28 -1.15851 -2.11552 4.74375
C29 -3.50139 -1.65682 -1.36897
C30 -1.79472 0.92516 -3.82380
C31 -0.81752 0.85492 -2.84412
C32 2.50841 -4.32214 -1.33258
C33 -1.86440 2.65351 -1.60405
C34 -2.84622 2.69503 -2.59113
C35 1.73363 2.24402 3.62663
C36 -1.92164 3.64919 -0.47901
C37 3.51650 -2.72291 -3.43253
C38 -0.52202 1.79698 2.09187
C39 0.72507 1.88275 1.48611
C40 -2.80649 -1.99585 -2.52783
C41 5.01044 -0.25650 -1.33804
C42 0.48229 2.21063 4.22734
C43 -0.54863 -1.62174 1.00289
C44 1.91749 3.26678 -1.45775
C45 -4.99959 -1.39502 -1.41446
H1 6.07702 -1.55640 -0.01655
H2 -2.24155 -3.75891 5.63009
H3 -2.33532 3.21347 0.43011
H4 4.64273 -0.98858 -4.10066
H5 -1.75255 0.27007 -4.68401
H6 -1.40614 1.60133 1.49861
H7 0.39436 2.36780 5.29456
H8 -1.62507 1.92218 3.92523
H9 -0.93166 4.04503 -0.24310
H10 -0.02231 0.12338 -2.94035
H11 1.47923 -1.26307 4.22019
H12 -6.78865 -2.41854 -2.05889
H13 -5.52465 -3.51096 -1.48842
H14 0.21037 -1.04646 6.06815
H15 2.70602 -5.26444 -1.84372
H16 2.41093 4.53348 1.28045
H17 4.02372 2.14190 2.43473
H18 -3.59318 1.91909 -4.44104
H19 3.68715 -4.63443 0.42813
H20 0.72021 4.53807 0.82073
H21 1.69064 5.99033 0.63334
H22 -0.88691 -2.40209 -3.38046
H23 2.96194 3.92462 -4.62694
H24 4.37063 -3.14010 -2.90738
H25 5.54072 -2.34649 -1.48481
H26 -4.72596 0.72708 -1.84183
H27 3.36727 6.14680 -3.58789
H28 -2.78162 -1.26831 5.89400
H29 -2.17185 -2.23608 2.22320
H30 -5.16916 -0.26517 0.44926
H31 -5.42497 -2.01364 0.63572
H32 -5.40187 -2.75854 -3.08355
H33 2.61425 2.40932 4.23571
H34 -3.01562 -1.11807 4.15259
H35 -6.29556 0.07597 -2.33313
H36 3.43366 2.79060 0.90734
H37 2.91860 -0.88273 -4.39139
H38 1.61577 -4.46855 -0.72188
H39 -3.22805 -1.27187 0.71806
H40 -6.66137 -1.00617 -0.10700
H41 -0.72651 -2.31737 6.84030
H42 -3.63865 3.42806 -2.50385
H43 2.43393 -0.78045 2.04691
H44 2.00763 2.12086 -3.28241
H45 -2.54150 -3.59863 3.90594
H46 3.47056 -3.21450 -4.40485
H47 -3.32057 -2.12776 -3.46979
H48 -1.85960 -0.06733 4.98454
H49 3.44498 1.05540 1.16912
H50 -2.55463 4.49244 -0.74816
H51 0.63558 -2.75076 5.81427
H52 -1.01004 -4.27596 4.47720
H53 2.76108 6.52289 -1.24317
H54 -4.85564 -0.27915 -3.28980
H55 5.83489 0.02603 -1.99521
H56 4.65476 -4.20173 -0.95862
H57 4.92671 0.51319 -0.56999

## Properties
Total charge: +2
HOMO-LUMO gap (eV): 7.91
LUMO energy (eV): -5.483
Energy (eV): -92849.80699